{"formula": "C38H30N8O3Y", "method": "ωB97M-V with the def2-TZVPD basis set", "largest_force_ev_per_a": 3.51, "charge": 1, "e_homo_ev": -9.08, "energy_ha": -2167.9164, "e_above_lowest_ev": 7.637, "spin_multiplicity": 1, "homo_lumo_gap_ha": 0.192, "lumo_ha": -0.1417, "species": ["Y", "C", "C", "C", "C", "C", "N", "C", "N", "C", "C", "C", "C", "C", "C", "C", "C", "N", "C", "N", "C", "N", "C", "N", "C", "N", "C", "C", "C", "C", "C", "C", "C", "C", "C", "C", "C", "C", "N", "C", "C", "H", "H", "H", "H", "H", "H", "H", "H", "H", "H", "H", "H", "H", "H", "H", "H", "C", "O", "C", "C", "O", "C", "C", "O", "C", "H", "H", "H", "H", "H", "H", "H", "H", "H", "H", "H", "H", "H", "H"], "positions_angstrom": [[-0.345544, 0.219962, 0.092043], [6.137882, -1.236073, 0.595271], [5.976820, -0.754550, 1.928430], [4.761807, -0.362594, 2.404648], [3.636976, -0.433660, 1.537498], [2.254491, -0.147273, 1.676962], [1.658555, -0.400556, 0.505339], [2.539286, -0.912228, -0.417050], [2.201165, -1.476154, -1.616264], [1.030162, -1.598480, -2.137494], [0.653374, -2.465387, -3.254908], [1.404379, -3.289135, -4.086878], [0.720257, -4.034880, -5.028341], [-0.681946, -3.987776, -5.141070], [-1.430534, -3.187456, -4.304873], [-0.738411, -2.424291, -3.364709], [-1.220862, -1.523750, -2.334226], [-2.544757, -1.187577, -2.135991], [-2.959942, -0.795057, -0.966605], [-2.226298, -0.786307, 0.181618], [-2.905363, -0.146655, 1.212568], [-2.389821, 0.071512, 2.371099], [-1.335691, -0.804430, 2.751871], [-1.762960, -2.008620, 3.289587], [-0.642877, -2.674874, 3.446377], [0.471678, -2.041766, 3.006888], [0.417040, -2.511132, 4.387306], [1.030122, -2.018684, 5.435634], [1.933425, -0.860778, 5.214556], [2.021907, 0.005525, 4.194652], [1.304123, 0.176723, 2.856502], [0.078649, -0.736652, 2.725949], [-4.235082, 0.251153, 0.671998], [-5.318871, 0.846869, 1.278821], [-6.471044, 1.003581, 0.508351], [-6.523076, 0.556614, -0.810109], [-5.425169, -0.061637, -1.409831], [-4.289443, -0.199995, -0.643392], [-0.188481, -1.030935, -1.658666], [3.807934, -0.918363, 0.206975], [5.079330, -1.324317, -0.258438], [7.122438, -1.540878, 0.263466], [6.842840, -0.705860, 2.575738], [4.671536, -0.013945, 3.423902], [2.481409, -3.338172, -3.994766], [1.276244, -4.680736, -5.696099], [-1.174792, -4.593656, -5.889454], [-2.510121, -3.149607, -4.371380], [0.860788, -2.398579, 6.431986], [2.600247, -0.649355, 6.042653], [2.774285, 0.776802, 4.331767], [0.997875, 1.224242, 2.825673], [-5.275013, 1.169751, 2.311260], [-7.344839, 1.468821, 0.945198], [-7.437410, 0.683815, -1.375288], [-5.459717, -0.425274, -2.429039], [5.195921, -1.698000, -1.267582], [2.339182, 2.015019, -1.571748], [0.913747, 1.893282, -1.441690], [0.236044, 2.426794, -2.574615], [-1.239959, 2.088059, -2.458737], [-1.643534, 2.043062, -1.084426], [-1.755092, 3.327609, -0.462098], [-1.604503, 3.113421, 1.014585], [-0.360776, 2.444129, 1.268520], [0.763691, 3.323591, 1.383446], [2.697756, 1.380056, -2.383127], [2.597651, 3.057686, -1.769203], [2.784974, 1.691940, -0.635229], [0.419518, 3.504233, -2.614484], [0.627319, 1.987742, -3.497208], [-1.849746, 2.808249, -3.006655], [-1.450562, 1.099626, -2.857382], [-0.976086, 3.987760, -0.849787], [-2.730036, 3.763553, -0.691573], [-1.649906, 4.056776, 1.561414], [-2.391125, 2.465038, 1.397373], [0.694015, 3.888610, 2.312980], [1.662504, 2.710294, 1.387331], [0.810023, 4.004167, 0.532160]], "atomic_forces_ev_per_a": [[0.2, 3.3, 1.2], [0.1, 0.1, 0.2], [0.1, -0.1, -0.2], [-0.1, 0.0, -0.1], [0.1, 0.1, 0.3], [0.1, 0.1, 0.1], [0.4, -0.9, -0.2], [0.0, -0.1, -0.1], [0.0, 0.0, 0.3], [0.0, 0.1, 0.1], [0.2, 0.0, -0.1], [-0.1, 0.1, 0.1], [-0.2, -0.1, -0.1], [0.3, -0.1, 0.0], [0.1, 0.1, 0.1], [-0.3, -0.1, -0.2], [-0.4, -0.1, 0.1], [0.5, -0.1, -0.2], [-0.2, 0.1, 0.3], [-1.0, -1.2, 0.1], [-0.3, -0.2, -0.6], [0.3, 0.0, 0.1], [-0.3, -0.1, -0.2], [0.1, 0.2, -0.1], [-0.5, -0.4, 0.5], [0.5, 0.5, -0.1], [-0.3, -0.5, -0.4], [0.3, 0.5, 0.0], [-0.1, -0.1, 0.1], [0.0, -0.1, -0.1], [0.0, -0.1, -0.2], [0.2, 0.1, 0.0], [0.3, 0.0, 0.4], [-0.1, 0.1, -0.1], [0.0, 0.0, 0.0], [0.0, 0.0, 0.0], [-0.1, 0.1, 0.0], [0.2, -0.2, -0.4], [0.1, -0.6, -0.6], [0.3, -0.1, -0.3], [-0.1, 0.0, 0.0], [0.0, 0.0, 0.0], [0.0, 0.0, 0.0], [0.0, 0.0, 0.0], [0.0, 0.0, 0.0], [0.0, 0.0, 0.0], [0.0, 0.0, 0.0], [0.0, 0.0, 0.0], [0.0, 0.0, 0.0], [0.0, -0.1, 0.0], [0.0, 0.0, 0.0], [0.0, 0.0, 0.0], [0.0, 0.0, 0.0], [0.0, 0.0, 0.0], [0.0, 0.0, 0.0], [0.0, 0.0, 0.0], [0.0, 0.0, 0.0], [-0.1, 0.0, 0.0], [0.0, -0.3, 0.0], [0.2, 0.0, 0.0], [-0.1, 0.0, 0.1], [-0.1, -0.2, 0.0], [-0.1, 0.0, -0.3], [0.1, 0.0, 0.2], [-0.1, -0.2, 0.1], [-0.1, 0.0, -0.1], [0.0, 0.0, 0.0], [0.0, 0.0, 0.0], [0.0, 0.0, 0.0], [0.0, 0.0, 0.0], [0.0, 0.0, 0.0], [0.0, 0.0, 0.0], [0.0, -0.1, 0.0], [0.0, 0.0, 0.0], [0.0, 0.0, 0.0], [0.0, 0.0, 0.0], [0.0, 0.0, 0.0], [0.0, 0.0, 0.0], [0.0, 0.0, 0.0], [0.0, 0.0, 0.0]], "mulliken_charge": [0.64, -0.68, -0.76, -0.74, 1.13, -0.78, 1.02, -1.02, -0.35, -0.61, 0.14, -0.37, -0.61, -0.71, -0.32, 0.07, 0.07, -0.60, 0.31, -0.29, 0.40, -0.39, 0.44, -0.74, 0.29, -0.11, -0.05, -1.01, -0.32, -1.41, 2.46, 0.23, 0.04, -0.35, -0.72, -0.57, -0.42, 0.54, 0.16, 0.54, -0.84, 0.42, 0.45, 0.40, 0.59, 0.41, 0.43, 0.55, 0.43, 0.39, 0.67, -0.22, 0.57, 0.44, 0.42, 0.55, 0.54, -1.15, 0.47, -0.90, -0.80, -0.07, -0.54, -0.76, -0.03, -0.90, 0.31, 0.43, 0.22, 0.53, 0.42, 0.53, 0.20, 0.35, 0.45, 0.55, 0.14, 0.33, 0.24, 0.27]}

{"formula": "C4H12N3", "method": "ωB97M-V with the def2-TZVPD basis set", "largest_force_ev_per_a": 7.55, "charge": 1, "e_homo_ev": -15.47, "energy_ha": -323.5235, "e_above_lowest_ev": 4.210, "spin_multiplicity": 1, "homo_lumo_gap_ha": 0.370, "lumo_ha": -0.1987, "species": ["C", "N", "N", "C", "C", "C", "N", "H", "H", "H", "H", "H", "H", "H", "H", "H", "H", "H", "H"], "positions_angstrom": [[2.853465, 0.100435, -0.299799], [1.514845, -0.158293, -0.007835], [0.489567, 0.723311, -0.061079], [-0.779637, -0.007491, 0.050028], [-1.572666, 0.317543, -1.230542], [-1.435060, 0.791510, 1.259326], [-0.489650, -1.384877, 0.279318], [3.303988, -0.475022, -1.198151], [3.320758, -0.095387, 0.674051], [3.186548, 1.178720, -0.421565], [1.002320, -1.188814, 0.078942], [-1.477291, 1.423492, -1.530002], [-1.007951, -0.281997, -2.117410], [-2.621988, -0.153067, -1.038346], [-0.678076, 1.584079, 1.604949], [-1.665836, 0.071077, 2.160277], [-2.356233, 1.235896, 1.025511], [-0.828172, -1.980879, -0.458584], [-0.758938, -1.700239, 1.230917]], "atomic_forces_ev_per_a": [[3.3, 1.8, 0.0], [-6.8, 2.9, -1.6], [6.1, -4.0, -0.6], [-0.9, 2.1, 1.3], [0.9, -1.7, -1.8], [2.1, -1.7, 2.4], [-0.8, -0.8, 0.9], [-1.1, 0.5, 1.8], [0.7, -0.8, -0.5], [-1.3, -1.0, -0.2], [0.4, 1.2, 0.3], [-0.7, -1.7, 0.8], [-1.6, 1.3, 1.8], [1.7, 1.3, -0.8], [-1.4, -1.1, -0.3], [0.7, 1.3, -1.6], [-1.1, 0.7, -0.6], [-0.4, -0.4, 0.1], [0.2, 0.1, -1.1]], "mulliken_charge": [-0.77, 0.20, -0.36, 0.97, -1.36, -1.17, -0.51, 0.30, 0.34, 0.32, 0.43, 0.38, 0.35, 0.38, 0.34, 0.31, 0.32, 0.29, 0.25]}

{"formula": "CH4FLaO", "method": "ωB97M-V with the def2-TZVPD basis set", "largest_force_ev_per_a": 4.33, "charge": 2, "e_homo_ev": -20.26, "energy_ha": -246.5179, "spin_multiplicity": 1, "homo_lumo_gap_ha": 0.356, "lumo_ha": -0.3886, "species": ["F", "La", "O", "H", "C", "H", "H", "H"], "positions_angstrom": [[-1.753615, 0.564201, -0.602337], [0.600562, 0.522662, -1.361183], [1.723562, -0.861850, -0.002355], [1.833324, -1.808608, -0.076465], [-2.672152, -0.408525, 0.081292], [-3.485447, -0.551322, -0.635170], [-2.877851, 0.012094, 1.069471], [-2.327166, -1.423296, 0.273919]], "atomic_forces_ev_per_a": [[0.9, -1.1, 0.1], [1.3, -1.8, 2.4], [-2.2, 2.7, -2.6], [0.4, -0.7, 0.3], [-1.4, -0.5, 0.4], [-0.1, 0.8, 0.4], [-0.3, 0.4, -0.6], [1.4, 0.2, -0.5]], "mulliken_charge": [-0.30, 2.20, -0.69, 0.36, -0.41, 0.27, 0.28, 0.29]}

Which formula does entry 1 have?
C38H30N8O3Y